Record 1
Molecular formula: C19H20Cl5MnN5O7S3
Method: DFT, the ωB97M-V functional and the def2-TZVPD basis

Atoms and positions in Å:
Mn (-2.121, 0.724, -0.647)
N (-3.947, 0.489, 3.019)
C (-3.035, -0.515, 3.262)
C (-2.295, -0.619, 2.133)
N (-2.748, 0.315, 1.217)
C (-3.749, 0.964, 1.786)
H (-4.656, 0.817, 3.655)
H (-3.000, -1.055, 4.192)
H (-1.488, -1.289, 1.907)
H (-4.314, 1.760, 1.332)
Cl (-0.576, -2.620, -0.206)
C (-2.112, -2.454, -1.005)
C (-2.731, -1.216, -1.153)
C (-4.012, -1.230, -1.698)
Cl (-4.884, 0.269, -1.810)
C (-4.627, -2.380, -2.177)
Cl (-6.177, -2.310, -2.906)
C (-3.953, -3.594, -2.079)
Cl (-4.668, -5.024, -2.693)
C (-2.699, -3.637, -1.475)
Cl (-1.894, -5.144, -1.322)
C (5.701, 2.653, 4.322)
C (4.629, 1.791, 3.664)
S (5.349, 0.825, 2.355)
O (6.037, -0.288, 2.944)
O (6.017, 1.721, 1.447)
C (3.946, 0.166, 1.469)
C (3.373, 1.183, 0.494)
N (2.144, 0.685, -0.148)
C (0.894, 0.961, 0.269)
N (-0.004, 0.448, -0.572)
C (0.692, -0.175, -1.569)
C (2.009, -0.034, -1.320)
N (3.087, -0.587, -2.091)
O (4.203, -0.553, -1.611)
O (2.787, -1.052, -3.169)
C (0.605, 1.769, 1.484)
H (5.251, 3.240, 5.122)
H (6.153, 3.329, 3.598)
H (6.485, 2.032, 4.755)
H (3.830, 2.399, 3.230)
H (4.194, 1.074, 4.363)
H (3.211, -0.188, 2.197)
H (4.345, -0.700, 0.939)
H (4.098, 1.405, -0.279)
H (3.116, 2.122, 0.982)
H (0.229, -0.707, -2.383)
H (0.806, 2.827, 1.297)
H (1.217, 1.443, 2.327)
H (-0.443, 1.678, 1.748)
O (-3.047, 2.318, -0.576)
O (-1.738, 2.543, -0.289)
C (-3.010, -1.683, -5.314)
O (-3.051, -0.605, -4.335)
C (-1.992, 0.102, -4.158)
S (-0.522, 0.031, -4.905)
S (-1.870, 1.373, -3.012)
H (-3.990, -2.143, -5.264)
H (-2.228, -2.387, -5.038)
H (-2.826, -1.265, -6.301)

Output
highest occupied orbital energy (spin up / spin down)	-0.43482 / -0.43442	Eh
LUMO (spin up / spin down)	-4.8842 / -5.7071	eV
multiplicity	5
gap between HOMO and LUMO (spin up / spin down)	6.9480 / 6.1140	eV
<S²>	6.479
charge	+1

Record 2
Molecular formula: C19H20ClN6O7S3Y
Method: DFT, the ωB97M-V functional and the def2-TZVPD basis

Atoms and positions in Å:
Y (2.029, 1.207, 0.908)
C (1.243, 4.028, -1.298)
C (0.290, 3.101, -0.613)
N (0.250, 3.115, 0.685)
N (-0.937, 2.646, 1.218)
C (-1.146, 1.862, 2.176)
S (-0.371, 0.803, 3.343)
S (-2.857, 1.714, 2.741)
C (-3.656, 1.296, 1.171)
C (-3.599, -0.137, 0.683)
C (-4.328, -0.450, -0.463)
C (-4.308, -1.728, -0.994)
C (-3.552, -2.721, -0.385)
C (-2.832, -2.422, 0.760)
C (-2.859, -1.138, 1.294)
C (-0.549, 2.187, -1.396)
C (-1.238, 2.604, -2.536)
C (-1.998, 1.717, -3.270)
C (-2.037, 0.379, -2.876)
C (-1.328, -0.063, -1.779)
C (-0.554, 0.823, -1.012)
O (0.166, 0.375, 0.001)
H (1.921, 4.489, -0.584)
H (1.800, 3.535, -2.092)
H (0.643, 4.821, -1.755)
H (-4.696, 1.594, 1.321)
H (-3.237, 1.971, 0.421)
H (-4.904, 0.326, -0.953)
H (-4.881, -1.950, -1.884)
H (-3.537, -3.723, -0.795)
H (-2.257, -3.194, 1.256)
H (-2.302, -0.917, 2.190)
H (-1.195, 3.647, -2.827)
H (-2.550, 2.052, -4.137)
H (-2.631, -0.330, -3.441)
H (-1.359, -1.102, -1.474)
C (1.915, -4.447, 0.847)
C (3.014, -3.560, 1.292)
N (4.175, -3.930, 1.722)
N (4.827, -2.757, 1.997)
C (4.100, -1.657, 1.752)
S (4.514, -0.056, 1.963)
N (2.922, -2.183, 1.295)
N (1.857, -1.392, 0.898)
H (2.248, -5.478, 0.919)
H (1.638, -4.233, -0.186)
H (1.030, -4.314, 1.470)
H (5.770, -2.766, 2.344)
H (1.016, -1.592, 1.431)
H (1.661, -1.502, -0.094)
O (5.305, 1.020, -1.463)
Cl (3.937, 1.373, -1.480)
O (3.518, 1.904, -2.729)
O (3.091, 0.222, -1.111)
O (3.645, 2.360, -0.403)
O (1.239, 0.640, 2.992)
O (1.932, 1.931, 2.942)

Output
highest occupied orbital energy	-0.30068	Eh
LUMO	-0.2235	eV
energy relative to the best compared isomer or geometry (same formula, charge and spin)	24.6	kJ/mol
multiplicity	1
gap between HOMO and LUMO	7.9584	eV

Record 3
Molecular formula: C19H20CrN4O4S6
Method: DFT, the ωB97M-V functional and the def2-TZVPD basis

Atoms and positions in Å:
Cr (-1.499, -0.280, 0.081)
O (1.160, 1.461, 4.712)
C (-0.021, 0.991, 5.050)
O (-0.335, 0.737, 6.181)
C (-1.007, 0.733, 3.948)
C (-2.262, 0.193, 4.166)
N (-2.835, 0.000, 2.971)
N (-2.027, 0.376, 1.973)
C (-0.915, 0.830, 2.552)
C (0.141, 1.309, 1.615)
O (1.166, 1.814, 2.038)
O (-0.157, 1.111, 0.372)
H (1.257, 1.673, 3.751)
H (-2.731, -0.055, 5.104)
H (-3.754, -0.365, 2.789)
C (-4.208, 0.446, -1.857)
C (-4.655, -0.543, -0.803)
S (-3.364, -1.696, -0.210)
C (-2.901, -2.740, -1.636)
C (-2.020, -2.083, -2.690)
S (-0.616, -1.167, -1.923)
C (-0.502, 0.337, -2.933)
C (-1.741, 1.218, -2.972)
S (-2.666, 1.342, -1.390)
H (-4.977, 1.206, -1.995)
H (-4.044, -0.048, -2.810)
H (-5.500, -1.132, -1.160)
H (-4.957, -0.026, 0.109)
H (-3.817, -3.141, -2.069)
H (-2.354, -3.551, -1.152)
H (-2.564, -1.392, -3.328)
H (-1.580, -2.859, -3.314)
H (-0.214, 0.056, -3.947)
H (0.337, 0.850, -2.458)
H (-2.452, 0.887, -3.725)
H (-1.442, 2.236, -3.220)
S (5.012, -1.056, 2.653)
C (3.564, -1.230, 1.896)
S (2.204, -2.027, 2.652)
C (1.237, -1.659, 1.232)
N (1.893, -1.053, 0.301)
N (3.178, -0.799, 0.650)
C (3.972, 0.032, -0.209)
C (5.328, -0.213, -0.381)
C (6.085, 0.653, -1.155)
C (5.495, 1.750, -1.761)
C (4.133, 1.966, -1.621)
C (3.365, 1.101, -0.859)
S (-0.426, -2.113, 1.160)
H (5.797, -1.068, 0.075)
H (7.143, 0.467, -1.278)
H (6.100, 2.430, -2.346)
H (3.669, 2.822, -2.094)
H (2.310, 1.267, -0.737)

Output
highest occupied orbital energy (spin up / spin down)	-0.36472 / -0.36526	Eh
LUMO (spin up / spin down)	-5.2748 / -4.5435	eV
energy relative to the best compared isomer or geometry (same formula, charge and spin)	25.1	kJ/mol
multiplicity	2
gap between HOMO and LUMO (spin up / spin down)	4.6497 / 5.3958	eV
<S²>	0.777
charge	+1

Record 4
Molecular formula: C19H20F3N3O4
Method: DFT, the ωB97M-V functional and the def2-TZVPD basis

Atoms and positions in Å:
O (1.761, 2.676, 0.721)
C (1.030, 2.092, 1.361)
N (-0.259, 2.291, 1.516)
C (-0.925, 3.337, 0.942)
C (-1.841, 2.861, 0.084)
C (-3.249, 2.911, 0.258)
C (-4.207, 2.215, -0.462)
C (-3.670, 1.406, -1.683)
C (-2.306, 1.107, -1.765)
C (-1.504, 1.770, -0.899)
H (-0.384, 1.337, -1.153)
O (-1.808, 0.107, -2.778)
C (-1.841, -0.893, -2.201)
F (-3.088, -1.663, -1.883)
F (-1.406, -1.796, -3.315)
F (-1.034, -1.379, -1.144)
H (-4.524, 0.922, -2.113)
H (-5.250, 2.467, -0.487)
H (-3.649, 3.644, 0.724)
H (-1.438, 3.815, 1.702)
H (-0.075, 3.898, 0.354)
H (-0.667, 1.326, 2.198)
C (1.628, 0.647, 2.049)
H (2.692, 0.570, 2.153)
H (1.480, 0.808, 2.896)
C (1.026, -0.459, 1.328)
N (2.119, -1.342, 1.244)
C (1.549, -2.831, 0.664)
C (0.898, -3.362, 2.207)
N (-0.176, -2.333, 2.551)
C (-0.054, -1.056, 2.094)
O (-0.865, -0.189, 2.562)
H (-0.917, -2.668, 3.031)
H (0.455, -4.163, 2.016)
H (1.680, -3.361, 2.944)
H (2.307, -3.576, 0.368)
H (0.885, -2.608, -0.089)
C (2.903, -1.206, 0.181)
C (2.433, -0.791, -1.287)
C (2.065, 0.280, -1.745)
O (1.310, 0.337, -2.847)
C (1.488, -1.205, -3.168)
C (2.145, -1.709, -2.205)
H (2.273, -2.681, -2.142)
H (1.231, -1.267, -4.278)
H (1.983, 1.572, -1.327)
H (3.717, -1.729, 0.035)
H (3.420, 0.012, 0.488)
H (0.658, -0.141, 0.300)

Output
highest occupied orbital energy	-0.31708	Eh
LUMO	0.1238	eV
multiplicity	1
gap between HOMO and LUMO	8.7520	eV

Record 5
Molecular formula: C19H20F3NO2S
Method: DFT, the ωB97M-V functional and the def2-TZVPD basis

Atoms and positions in Å:
O (2.023, 0.709, 0.699)
C (1.138, -0.297, 0.380)
C (0.285, -0.688, 1.699)
C (-0.471, 0.408, 2.459)
C (0.100, 1.354, 3.385)
C (-0.530, 2.294, 4.000)
C (-1.931, 2.493, 3.673)
C (-2.571, 1.566, 2.845)
C (-1.874, 0.607, 2.153)
S (-2.773, -0.474, 1.054)
C (-3.900, 0.642, 0.104)
F (-3.326, 1.789, -0.020)
F (-4.993, 0.765, 0.877)
F (-4.317, 0.195, -1.119)
C (1.829, -1.534, -0.201)
C (1.319, -2.852, -0.236)
C (2.163, -3.886, -0.538)
C (3.359, -3.692, -1.138)
C (3.847, -2.299, -1.238)
C (3.072, -1.242, -0.826)
C (0.207, 0.281, -0.760)
C (-0.375, -0.685, -1.916)
N (-1.132, 0.089, -2.894)
C (-0.358, 1.235, -3.427)
C (0.222, 2.060, -2.342)
O (0.958, 1.278, -1.449)
H (1.979, 1.305, -0.094)
H (-0.434, -1.416, 1.533)
H (0.829, -1.362, 2.349)
H (1.101, 1.345, 3.649)
H (0.058, 2.820, 4.600)
H (-2.456, 3.264, 4.133)
H (-3.632, 1.645, 2.720)
H (0.232, -2.996, 0.123)
H (1.661, -4.810, -0.471)
H (3.927, -4.528, -1.458)
H (4.677, -2.064, -1.967)
H (3.511, -0.230, -0.989)
H (-0.592, 0.787, -0.261)
H (-1.185, -1.312, -1.536)
H (0.423, -1.124, -2.397)
H (-1.962, 0.422, -2.444)
H (-1.005, 1.863, -4.081)
H (0.484, 0.749, -4.037)
H (-0.460, 2.681, -1.815)
H (0.875, 2.845, -2.779)

Output
highest occupied orbital energy	-0.31987	Eh
LUMO	0.6283	eV
energy relative to the best compared isomer or geometry (same formula, charge and spin)	5.2	kJ/mol
multiplicity	1
gap between HOMO and LUMO	9.3324	eV
structure (SMILES)	O[C@](Cc1ccccc1SC(F)(F)F)(c1ccccc1)[C@@H]1CNCCO1